Entry from the OMol25 dataset: 2 unconnected molecules or ions with the total composition CH3ClIN (wB97M-V/def2-TZVPD).

Output
Orbital gap (alpha / beta): 6.5809 / 7.1432 eV
Energy relative to the best compared isomer or geometry (same formula, charge and spin): 3.116 eV
E_tot: -852.3062 hartree
Expectation value of S²: 2.01

Geometry as ORCA input:
```
! RIJCOSX wB97M-V def2-TZVPD def2/J DEFGRID3
* xyz 0 3
C 0.685 1.892 0.265
N -0.307 1.205 -0.017
Cl -0.129 -0.401 -0.527
I 5.472 0.283 0.094
H 1.786 1.459 0.426
H 0.434 2.898 0.379
H 6.214 0.302 -1.274
*
```